# 1
A molecular structure, C17H30AsN2O5PPt. Source: the OMol25 dataset; level of theory: the ωB97M-V functional and the def2-TZVPD basis.

ORCA input file:
```
! RIJCOSX wB97M-V def2-TZVPD def2/J DEFGRID3
* xyz 1 2
N -3.0771 1.1039 -0.1945
H 1.2805 -4.3816 -1.3529
H 1.1820 3.1139 -4.1678
C 0.2205 -0.0223 2.7726
C 1.2688 2.1521 -3.6702
C 0.6666 -1.3725 4.7126
O -2.2141 0.7959 -1.1331
Pt 0.0729 0.6136 -0.6807
H 4.1293 -1.4008 -1.1736
H -0.4466 -4.5520 -0.9781
C 3.5245 -0.6570 -0.6606
H 0.2769 1.7706 -3.4162
H 2.7360 -1.7251 5.1554
C -1.7536 -2.1074 -2.7336
H 2.8852 3.6380 1.2567
As 0.0205 -2.3633 -2.0644
H 1.7864 1.4533 -4.3284
O 0.2574 -1.5485 -0.6094
C -0.2363 -0.7521 3.8622
H -4.3224 3.7921 1.3299
C 2.1895 3.3012 0.4933
H 0.1285 -4.7982 -2.6471
H 1.9292 0.6422 1.6732
C -4.1787 2.7455 1.1063
C -3.7373 0.1222 0.4514
H 2.2588 -2.0340 -3.1123
C -4.8699 1.7498 1.7843
H -1.6024 0.1499 1.9309
C 1.2400 -1.8468 -3.4431
H 1.0292 -2.4193 -4.3450
C 0.2708 -4.2288 -1.7300
H -1.9496 -1.0383 -2.8004
H 1.1150 -0.7832 -3.6315
C 2.0302 -1.2489 4.4887
H -2.4583 -2.5619 -2.0393
C -3.2825 2.3979 0.1181
C -4.6427 0.4223 1.4458
H -3.4925 -0.8758 0.1229
H 1.2543 2.9869 0.9636
H -2.7000 3.0974 -0.4608
O 2.0417 2.3673 -2.4873
C 1.5832 0.0902 2.5382
H 4.1348 -0.1590 0.0920
N -0.7048 0.6196 1.8670
H -5.5786 2.0046 2.5593
O 3.1173 0.2979 -1.6578
H -1.3017 -0.8340 4.0474
H -5.1574 -0.3881 1.9406
H 1.9994 4.1093 -0.2126
O 2.8096 2.1983 -0.1712
P 1.9894 1.3543 -1.2550
H 3.5465 -0.4118 3.2251
H 2.6546 -1.1210 -0.1927
C 2.4838 -0.5122 3.4046
H -0.8644 1.5788 2.1614
H -1.8473 -2.5804 -3.7103
H 0.3046 -1.9443 5.5565
*
```

Properties
expectation value of S² = 0.753
energy relative to the best compared isomer or geometry (same formula, charge and spin) = 11.8 kcal per mole
HOMO level (alpha / beta) = -10.512 / -10.721 eV

***

# 2
A single C3H7NO molecule. Source: the OMol25 dataset; level of theory: the ωB97M-V functional and the def2-TZVPD basis.

ORCA input file:
```
! RIJCOSX wB97M-V def2-TZVPD def2/J DEFGRID3
* xyz 0 1
C 1.6901 0.4783 0.6059
H 2.0016 0.2939 1.6390
H -2.0966 0.7989 -0.1870
H 2.5627 0.4361 -0.0495
N -0.6011 -0.3810 0.6963
C 0.6551 -0.5198 0.1149
H 1.2473 1.4802 0.5455
H -1.3808 -0.4469 -1.2302
O 0.8697 -1.2850 -0.8016
H -2.5730 -0.9039 -0.0008
C -1.7333 -0.2369 -0.2183
H -0.6328 0.2776 1.4647
*
```

Properties
energy relative to the best compared isomer or geometry (same formula, charge and spin) = 13.6 kcal per mole
HOMO level = -9.724 eV
structure (SMILES) = CNC(C)=O

***

# 3
A molecular structure, C12H27ClCoIO2P2 at a distorted geometry. Source: the OMol25 dataset; level of theory: the ωB97M-V functional and the def2-TZVPD basis.

ORCA input file:
```
! RIJCOSX wB97M-V def2-TZVPD def2/J DEFGRID3
* xyz 2 5
Co -1.6149 1.1259 -0.5220
H 0.3455 -3.0314 -1.2304
P -0.0511 -0.2714 1.5089
H -0.3781 -0.8393 -4.1665
I 3.8452 2.0354 -0.6519
C -0.3380 -2.0464 1.7905
P -0.3927 1.1632 -2.8259
H -0.6715 0.6198 -5.1527
Cl -3.6635 0.7306 -1.2564
H 0.4698 -2.5169 1.1825
C -0.2029 -2.4859 3.2338
C 2.2261 -1.8172 -1.4309
C 1.6554 0.0658 2.1306
O 3.3479 -2.0685 -1.1523
H 0.3234 -1.5704 -2.3293
H 2.2186 -0.7707 1.7575
H -0.8152 0.9278 3.2756
H 1.9823 0.7428 -3.0923
H -0.7175 3.3671 -2.0615
C -1.2143 2.7644 -2.8346
H -2.2812 2.6040 -2.6090
H -1.1366 1.8278 1.7316
H -0.6679 -3.4848 3.4313
C 0.6722 -1.9893 -1.4158
H -2.0119 -0.0505 -4.1213
H 1.6543 2.4748 -2.8046
H 0.0295 -1.3733 -0.7060
H -1.0697 3.2286 -3.8126
H 2.7514 0.3742 3.9597
C 0.2728 0.7540 -0.4912
H 1.5396 -0.8569 4.0110
C 1.7805 0.1641 3.6335
H 1.0854 0.8575 4.1131
H -3.2631 0.7307 3.0636
O 1.3156 0.1825 -0.7687
H 2.0019 0.9472 1.5630
H -2.6670 -0.8212 2.4262
H -3.0816 0.4594 1.2737
H 1.3209 1.7635 -4.4171
H -0.7092 -1.7969 3.9564
C -2.6239 0.2424 2.2431
C 1.3041 1.5716 -3.3225
H 0.8608 -2.5795 3.5136
C -1.2183 0.8295 2.2644
H -1.2822 -2.2966 1.3169
C -0.9309 0.1123 -4.2047
*
```

Properties
expectation value of S² = 6.029
energy relative to the best compared isomer or geometry (same formula, charge and spin) = 72.2 kcal per mole
HOMO level (alpha / beta) = -14.611 / -15.296 eV

***

# 4
A molecular structure, C3H10N7 at a distorted geometry. Source: the OMol25 dataset; level of theory: the ωB97M-V functional and the def2-TZVPD basis.

ORCA input file:
```
! RIJCOSX wB97M-V def2-TZVPD def2/J DEFGRID3
* xyz 1 1
N 0.6975 1.1641 -0.0024
H -0.1965 1.4643 1.9201
N -0.3857 1.5720 -0.7421
N 0.4252 0.8527 1.4067
N 2.4606 -0.4127 0.3519
H 2.9487 0.4601 0.1293
N 0.7047 -0.8675 -1.3722
H 2.9434 -1.2144 -0.0593
H -2.4878 -1.8450 1.0038
C -1.5831 -0.2603 0.2048
H -3.5331 -0.8632 0.0349
C 0.9188 -0.2968 -0.1540
N -1.6085 0.8553 -0.4668
C 0.0826 -0.5245 1.1422
H 0.6361 -1.8717 -1.4009
H -0.5501 2.5689 -0.6059
H 2.3985 -0.5067 1.3727
H -2.4043 1.2132 -0.9934
N -2.6087 -1.0460 0.4064
H 1.1417 -0.4418 -2.1756
*
```

Properties
energy relative to the best compared isomer or geometry (same formula, charge and spin) = 135.1 kcal per mole
HOMO level = -11.333 eV

***

# 5
A single C3H9N molecule at a distorted geometry. Source: the OMol25 dataset; level of theory: the ωB97M-V functional and the def2-TZVPD basis.

ORCA input file:
```
! RIJCOSX wB97M-V def2-TZVPD def2/J DEFGRID3
* xyz 0 1
H 1.9396 0.8139 -0.3089
H -2.8184 0.5172 -0.3445
C -0.7888 0.5095 0.0996
H 0.4487 -1.2821 -0.9023
H -0.0304 -1.3001 0.8427
H 1.8576 0.3456 1.4540
H -0.3754 1.2990 -0.4491
H -1.0245 0.7736 1.1072
C 0.3495 -0.5612 0.0838
H 2.5817 -0.8131 0.1058
H -1.9619 -0.1836 -1.5148
C 1.7992 -0.0306 0.3537
N -1.9770 -0.0881 -0.5271
*
```

Properties
energy relative to the best compared isomer or geometry (same formula, charge and spin) = 20.6 kcal per mole
HOMO level = -9.227 eV
structure (SMILES) = CCCN

***

# 6
A single C15H17N molecule at a distorted geometry. Source: the OMol25 dataset; level of theory: the ωB97M-V functional and the def2-TZVPD basis.

ORCA input file:
```
! RIJCOSX wB97M-V def2-TZVPD def2/J DEFGRID3
* xyz 0 1
C -1.3158 2.3630 -1.3115
C -0.8723 2.4987 -2.6605
C 1.0121 -2.5722 2.1743
H -2.7203 0.4015 2.2931
H 2.6246 0.5516 -0.3837
C 1.6980 0.6296 0.1255
C 1.2951 -1.8175 -0.5520
C 1.2655 -1.2598 1.7779
H -2.2463 2.9667 -0.9457
H 0.6867 -3.9005 -0.9685
H -1.2766 2.4691 1.3577
H -1.3956 3.2637 -3.2982
C 0.8587 -3.1416 -0.2090
C 0.7794 -3.5409 1.1700
H 0.8247 1.9497 -4.0938
H -1.4522 -1.3474 1.4406
H 1.0113 -2.5975 3.3004
N -2.1623 -0.7918 0.8195
C -0.5584 1.6619 -0.3522
H 1.7000 1.1979 1.1502
C 1.1025 1.2709 -2.1033
C 0.6667 1.1981 -0.7946
H 1.3616 -0.5229 2.6401
H 2.1279 1.0164 -2.3861
C -1.0546 1.4275 1.0319
H -1.9056 -0.8490 -0.1540
H 0.4040 -4.5914 1.4129
C -2.3543 0.5479 1.2421
H 1.5138 -1.6375 -1.5937
H -0.3212 1.0600 1.8124
H -3.1021 1.0234 0.6904
C 1.4133 -0.8428 0.4575
C 0.3916 1.9152 -3.0897
*
```

Properties
energy relative to the best compared isomer or geometry (same formula, charge and spin) = 0.0 kcal per mole
HOMO level = -8.471 eV
structure (SMILES) = NCCc1ccccc1Cc1ccccc1

***

Question: Which of these has the highest energy relative to the best compared isomer or geometry (same formula, charge and spin)?
Answer: C3H10N7